Entry from OMol25: a molecular structure, C25H33IN7OSV (ωB97M-V/def2-TZVPD).

The total charge is +2. Its LUMO energy (alpha / beta) is -0.2149 / -0.2076 Ha. The calculation puts the HOMO energy (alpha / beta) at -13.22 / -13.38 eV. Its orbital gap (alpha / beta) is 7.4 / 7.7 eV. The energy relative to the best compared isomer or geometry (same formula, charge and spin) comes out at 4.49 kcal per mole. The multiplicity is 3.

XYZ file:
```
69
Properties=species:S:1:pos:R:3:lowdin_charge:R:1
V 0.175 0.581 -0.265 0.791
O -0.795 -0.309 1.234 -0.322
C -1.204 0.534 2.330 -0.115
C -0.562 1.892 2.173 -0.249
C -0.601 2.833 3.178 0.019
C -0.008 4.066 2.967 0.002
C 0.623 4.328 1.756 -0.011
C 0.648 3.339 0.802 -0.074
N 0.067 2.135 1.005 -0.049
H -1.508 -0.992 0.920 -0.009
H -0.899 0.087 3.269 0.142
H -2.286 0.627 2.340 0.150
H -1.092 2.600 4.118 0.141
H -0.028 4.819 3.747 0.133
H 1.100 5.280 1.560 0.128
H 1.157 3.474 -0.142 0.128
I 2.440 -0.232 1.708 1.209
C 3.782 0.460 0.253 -0.594
C 5.100 0.526 0.584 -0.129
C 6.028 0.949 -0.394 -0.045
C 5.595 1.265 -1.647 -0.008
C 4.221 1.187 -1.990 -0.153
C 3.788 1.499 -3.307 -0.008
C 2.478 1.386 -3.652 -0.058
C 1.529 0.978 -2.682 -0.116
C 1.867 0.718 -1.360 -0.238
C 3.261 0.789 -1.022 -0.246
H 5.444 0.258 1.575 0.104
H 7.080 1.006 -0.139 0.122
H 6.303 1.577 -2.410 0.127
H 4.527 1.813 -4.038 0.128
H 2.156 1.606 -4.664 0.114
H 0.513 0.880 -3.026 0.062
C 1.600 -4.427 -2.087 0.013
C 0.165 -4.230 -1.758 -0.313
N -0.799 -5.029 -2.049 0.160
N -1.904 -4.419 -1.513 0.041
C -1.678 -3.264 -0.895 -0.756
S -2.835 -2.306 -0.118 0.692
N -0.330 -3.131 -1.061 -0.069
N 0.459 -2.063 -0.603 0.107
H 1.698 -5.349 -2.654 0.101
H 2.198 -4.515 -1.178 0.097
H 1.996 -3.607 -2.691 0.091
H -2.798 -4.877 -1.573 0.165
H 1.337 -2.099 -1.105 0.091
H 0.666 -2.213 0.378 0.056
C -1.342 4.122 -2.917 -0.048
C -2.652 3.369 -2.695 -0.165
N -2.609 1.956 -3.127 -0.035
C -3.300 1.626 -4.398 -0.171
C -2.478 1.963 -5.635 -0.050
C -1.924 1.054 -2.456 -0.368
C -1.812 -0.335 -3.003 -0.004
N -1.334 1.320 -1.279 0.023
H -1.434 5.139 -2.528 0.092
H -1.108 4.188 -3.981 0.079
H -0.496 3.639 -2.424 0.055
H -3.445 3.842 -3.267 0.128
H -2.972 3.417 -1.653 0.123
H -4.230 2.190 -4.402 0.129
H -3.578 0.578 -4.386 0.112
H -2.330 3.041 -5.735 0.078
H -3.001 1.618 -6.529 0.093
H -1.496 1.482 -5.605 0.076
H -2.759 -0.860 -2.855 0.093
H -1.049 -0.883 -2.459 0.052
H -1.573 -0.338 -4.066 0.098
H -1.553 2.251 -0.948 0.058
```

Entry from OMol25: 5 unconnected molecules or ions with the total composition C25H33IO12 (ωB97M-V/def2-TZVPD).

The SMILES is CC[C@@H](I)C1=C(CC=O)C(=O)OC1=O.O=C1CCCO1.O=C1CCCO1.O=C1CCCO1.O=C1CCCO1. Its LUMO energy is -0.0208 Ha. The calculation puts the HOMO energy at -9.27 eV. Its orbital gap is 8.7 eV. The multiplicity is 1.

XYZ file:
```
71
Properties=species:S:1:pos:R:3:lowdin_charge:R:1
C 0.625 7.184 2.172 -0.088
C 0.581 6.514 0.787 -0.286
C -0.372 5.290 0.681 -0.648
I 0.771 3.472 0.450 0.985
C -1.400 5.218 1.769 -0.151
C -2.457 6.008 1.826 -0.080
C -2.835 7.095 0.888 -0.055
C -4.340 7.142 0.590 -0.272
O -4.890 6.392 -0.121 0.108
C -3.255 5.593 3.029 -0.423
O -4.312 6.010 3.268 0.212
O -2.575 4.667 3.747 0.175
C -1.503 4.289 2.935 -0.428
O -0.885 3.359 3.214 0.160
H 1.520 7.812 2.191 0.077
H -0.204 7.882 2.303 0.067
H 0.704 6.482 3.002 0.085
H 0.335 7.271 0.038 0.108
H 1.593 6.178 0.566 0.062
H -0.925 5.398 -0.250 0.072
H -2.290 7.042 -0.055 0.124
H -2.539 8.037 1.366 0.132
H -4.913 7.958 1.076 0.130
O 0.377 -1.105 -2.797 0.096
C -0.196 -0.977 -1.747 -0.488
C -1.591 -0.420 -1.540 -0.063
C -1.608 -0.141 -0.042 -0.149
C -0.643 -1.184 0.488 -0.130
O 0.329 -1.366 -0.568 0.025
H -2.320 -1.182 -1.823 0.133
H -1.737 0.482 -2.128 0.126
H -2.597 -0.203 0.410 0.122
H -1.213 0.857 0.144 0.067
H -1.134 -2.141 0.679 0.096
H -0.136 -0.857 1.393 0.131
O 3.311 1.600 -1.727 0.090
C 3.887 0.667 -2.204 -0.480
C 3.553 -0.032 -3.504 -0.072
C 4.335 -1.334 -3.381 -0.153
C 5.505 -0.922 -2.503 -0.158
O 4.987 0.104 -1.641 0.028
H 3.907 0.582 -4.334 0.132
H 2.483 -0.204 -3.588 0.101
H 4.642 -1.759 -4.335 0.115
H 3.726 -2.077 -2.862 0.108
H 6.333 -0.504 -3.081 0.125
H 5.880 -1.745 -1.897 0.124
O -2.429 -3.745 1.350 0.098
C -1.960 -4.430 2.217 -0.475
C -0.709 -5.274 2.124 -0.076
C -0.845 -6.187 3.336 -0.151
C -1.643 -5.322 4.297 -0.155
O -2.488 -4.512 3.461 0.032
H 0.163 -4.623 2.197 0.133
H -0.686 -5.833 1.193 0.120
H 0.106 -6.522 3.747 0.119
H -1.423 -7.073 3.066 0.119
H -1.006 -4.661 4.889 0.127
H -2.262 -5.910 4.971 0.124
O 1.740 -5.026 -0.089 0.116
C 1.287 -5.289 -1.165 -0.477
C 1.045 -4.323 -2.303 -0.066
C 0.122 -5.124 -3.215 -0.147
C 0.544 -6.554 -2.922 -0.158
O 0.951 -6.551 -1.542 0.021
H 1.998 -4.095 -2.783 0.131
H 0.575 -3.415 -1.948 0.091
H 0.203 -4.858 -4.268 0.118
H -0.915 -4.974 -2.910 0.121
H 1.391 -6.872 -3.533 0.125
H -0.271 -7.263 -3.055 0.123
```

Entry from OMol25: a molecular structure, C25H33N10O7SZr (ωB97M-V/def2-TZVPD).

The total charge is -1. Its LUMO energy (alpha / beta) is 0.0768 / 0.0768 Ha. The calculation puts the HOMO energy (alpha / beta) at -4.06 / -4.06 eV. Its orbital gap (alpha / beta) is 6.2 / 6.2 eV. The multiplicity is 1.

XYZ file:
```
77
Properties=species:S:1:pos:R:3:lowdin_charge:R:1
Zr 0.000 0.000 0.000 1.502
N 0.912 -1.982 -0.287 -0.120
C 0.148 -2.768 -1.222 -0.159
C -0.221 -1.876 -2.411 -0.539
O -0.380 -2.361 -3.534 0.015
N -0.394 -0.615 -2.001 -0.121
C -0.223 0.407 -3.039 -0.148
C 0.242 1.715 -2.370 -0.575
O 0.289 2.732 -3.136 -0.008
O 0.544 1.640 -1.143 -0.224
H 1.955 -1.789 -0.628 0.124
H 1.148 -2.381 0.756 0.175
H -0.775 -3.134 -0.762 0.101
H 0.736 -3.620 -1.575 0.121
H -1.161 0.603 -3.571 0.049
H 0.539 0.148 -3.785 0.138
N 4.415 0.363 6.407 0.065
C 3.623 0.914 5.384 -0.340
C 3.651 2.292 5.139 -0.050
C 2.800 2.865 4.190 -0.063
C 1.879 2.058 3.523 -0.268
C 1.783 0.696 3.811 -0.042
C 2.646 0.133 4.755 -0.021
S 0.770 2.779 2.277 0.626
O 1.310 4.124 2.073 -0.341
O -0.494 2.768 3.021 -0.344
N 0.750 1.838 0.992 -0.242
C 1.988 1.293 0.388 -0.303
N 3.074 2.025 0.674 0.151
C 4.261 1.633 0.170 -0.095
C 4.466 0.532 -0.634 -0.066
C 3.360 -0.218 -0.940 -0.120
N 2.136 0.079 -0.494 -0.032
H 5.274 0.883 6.549 0.076
H 4.579 -0.629 6.272 0.079
H 4.341 2.935 5.676 0.097
H 2.842 3.929 3.980 0.106
H 1.040 0.086 3.308 0.081
H 2.550 -0.922 4.986 0.106
H 5.091 2.275 0.452 0.110
H 5.448 0.278 -1.003 0.096
H 3.426 -1.098 -1.568 0.122
O 0.323 -2.497 3.251 0.010
C 0.051 -1.825 2.201 -0.584
O 0.743 -0.870 1.729 -0.262
C -1.216 -2.189 1.432 -0.175
C -2.031 -3.230 1.888 0.018
C -3.186 -3.559 1.183 -0.053
C -3.506 -2.844 0.037 -0.043
C -2.654 -1.826 -0.357 -0.103
N -1.530 -1.485 0.304 -0.078
H -1.754 -3.771 2.789 0.120
H -3.823 -4.365 1.531 0.104
H -4.396 -3.072 -0.536 0.106
H -2.855 -1.236 -1.244 0.118
C -3.595 4.142 -0.067 -0.060
N -3.393 2.715 0.171 -0.157
C -3.102 2.408 1.572 -0.072
C -2.780 1.948 -0.797 -0.376
N -1.737 1.241 -0.506 0.045
N -3.363 1.973 -2.041 -0.130
C -2.649 1.564 -3.240 -0.067
C -4.812 2.064 -2.192 -0.067
H -2.830 4.734 0.449 0.093
H -4.578 4.443 0.310 0.080
H -3.548 4.408 -1.128 0.083
H -3.802 2.931 2.232 0.085
H -2.084 2.714 1.838 0.042
H -3.214 1.336 1.768 0.075
H -1.429 0.706 -1.313 -0.001
H -2.651 0.474 -3.334 0.094
H -1.612 1.917 -3.220 0.054
H -3.113 1.990 -4.137 0.111
H -5.341 1.779 -1.275 0.088
H -5.170 1.393 -2.981 0.080
H -5.099 3.085 -2.460 0.076
H -1.092 0.556 1.467 0.025
```

Entry from OMol25: a molecular structure, C25H33N6NaO10 (ωB97M-V/def2-TZVPD).

Its LUMO energy is -0.0119 Ha. The calculation puts the HOMO energy at -8.44 eV. Its orbital gap is 8.1 eV. The energy relative to the best compared isomer or geometry (same formula, charge and spin) comes out at 8.54 kcal per mole. The multiplicity is 1.

XYZ file:
```
75
Properties=species:S:1:pos:R:3:lowdin_charge:R:1
Na -0.629 -0.430 0.756 0.349
C -3.780 3.964 0.282 -0.041
N -3.693 2.518 0.326 -0.140
C -4.955 1.795 0.320 -0.020
C -2.538 1.830 0.217 -0.394
O -2.490 0.611 0.147 0.063
C -1.252 2.663 0.169 -0.105
O -0.166 1.778 0.143 -0.133
C 1.097 2.338 0.407 -0.093
C 1.947 1.266 1.093 -0.406
O 1.434 0.212 1.435 0.046
N 3.239 1.563 1.327 -0.120
C 3.897 2.715 0.733 -0.034
C 4.091 0.574 1.982 -0.011
H -4.642 4.280 0.869 0.094
H -3.909 4.332 -0.739 0.101
H -2.902 4.435 0.719 0.080
H -5.516 2.017 1.229 0.095
H -4.753 0.731 0.269 0.090
H -5.556 2.089 -0.544 0.096
H -1.188 3.315 1.049 0.122
H -1.268 3.303 -0.722 0.148
H 1.011 3.200 1.082 0.137
H 1.570 2.677 -0.520 0.138
H 3.270 3.605 0.788 0.085
H 4.173 2.529 -0.308 0.097
H 4.803 2.921 1.298 0.094
H 3.494 -0.289 2.267 0.067
H 4.542 1.012 2.875 0.094
H 4.891 0.262 1.309 0.093
C 1.293 -5.416 4.201 -0.052
C 1.972 -4.322 5.006 -0.184
N 1.224 -3.061 4.972 -0.044
C 0.123 -2.921 5.915 -0.197
C 0.582 -2.446 7.285 -0.063
C 1.636 -2.077 4.149 -0.402
O 2.626 -2.151 3.431 0.070
C 0.882 -0.770 4.148 -0.122
C 1.517 0.366 4.621 -0.008
C 0.902 1.594 4.456 -0.045
C -0.305 1.642 3.780 -0.145
N -0.933 0.566 3.310 0.096
C -0.355 -0.618 3.525 -0.091
H 1.858 -6.346 4.276 0.081
H 1.213 -5.136 3.152 0.053
H 0.282 -5.612 4.567 0.073
H 2.967 -4.118 4.617 0.115
H 2.078 -4.609 6.055 0.115
H -0.366 -3.894 5.986 0.120
H -0.622 -2.238 5.512 0.108
H 1.289 -3.145 7.734 0.071
H -0.268 -2.345 7.962 0.077
H 1.072 -1.473 7.207 0.070
H 2.485 0.286 5.101 0.131
H 1.355 2.504 4.829 0.107
H -0.788 2.598 3.599 0.105
H -0.880 -1.496 3.150 0.143
O -0.174 -4.382 1.056 0.016
C 0.105 -3.346 0.451 -0.629
O -0.652 -2.389 0.131 -0.077
C 1.585 -3.121 0.105 -0.071
C 1.970 -2.014 -0.632 0.063
C 3.314 -1.742 -0.798 -0.123
C 4.316 -2.531 -0.269 0.077
C 3.892 -3.636 0.445 -0.109
C 2.561 -3.952 0.639 0.079
N 4.927 -4.492 1.066 -0.344
O 4.567 -5.540 1.559 0.085
O 6.086 -4.140 0.955 0.073
N 3.695 -0.505 -1.505 -0.335
O 4.876 -0.298 -1.702 0.075
O 2.807 0.272 -1.811 0.067
H 1.227 -1.361 -1.061 0.129
H 5.362 -2.298 -0.387 0.129
H 2.258 -4.809 1.222 0.119
```

Entry from OMol25: a molecular structure, C25H33N7S5Zn (ωB97M-V/def2-TZVPD).

The total charge is +2. Its LUMO energy is -0.2370 Ha. The calculation puts the HOMO energy at -13.86 eV. Its orbital gap is 7.4 eV. The energy relative to the best compared isomer or geometry (same formula, charge and spin) comes out at 21.91 kcal per mole. The multiplicity is 1.

XYZ file:
```
71
Properties=species:S:1:pos:R:3:lowdin_charge:R:1
Zn 1.887 -1.033 -0.993 0.214
C 4.874 0.363 -2.798 -0.459
C 5.390 0.267 -1.362 -0.471
S 4.464 -0.759 -0.185 0.831
C 4.999 -2.453 -0.550 -0.485
C 4.742 -2.979 -1.951 -0.461
S 3.002 -2.902 -2.527 0.900
C 3.170 -2.072 -4.147 -0.470
C 2.643 -0.647 -4.250 -0.487
S 3.059 0.511 -2.909 0.872
H 5.285 1.267 -3.245 0.091
H 5.177 -0.483 -3.408 0.063
H 6.420 -0.089 -1.358 0.099
H 5.370 1.253 -0.898 0.084
H 6.068 -2.510 -0.343 0.097
H 4.477 -3.054 0.197 0.085
H 5.360 -2.473 -2.687 0.071
H 5.001 -4.038 -1.961 0.092
H 4.215 -2.143 -4.437 0.079
H 2.601 -2.688 -4.843 0.089
H 2.987 -0.206 -5.186 0.097
H 1.553 -0.643 -4.254 0.054
S 1.668 -1.206 1.485 0.724
C 0.000 -1.005 1.562 -0.648
N -0.562 -0.306 2.534 -0.068
C -2.011 -0.103 2.541 -0.081
C -2.683 -1.397 2.168 -0.078
N -2.159 -1.897 0.901 -0.080
C -3.155 -2.560 0.044 -0.098
C -4.159 -1.537 -0.443 -0.224
C -3.728 -0.519 -1.290 -0.047
C -4.614 0.454 -1.722 -0.073
C -5.943 0.410 -1.321 -0.062
C -6.380 -0.612 -0.492 -0.054
C -5.488 -1.577 -0.044 -0.038
C -0.892 -1.726 0.567 -0.640
S -0.269 -2.401 -0.845 0.737
C 0.170 0.293 3.672 -0.098
C 0.003 1.791 3.813 -0.223
C -0.847 2.327 4.773 -0.041
C -0.950 3.702 4.936 -0.057
C -0.196 4.552 4.143 -0.065
C 0.661 4.023 3.185 -0.073
C 0.759 2.648 3.019 -0.048
H -2.277 0.703 1.850 0.140
H -2.317 0.193 3.541 0.135
H -3.753 -1.240 2.058 0.136
H -2.517 -2.148 2.946 0.155
H -3.646 -3.334 0.636 0.145
H -2.649 -3.026 -0.794 0.078
H -2.696 -0.512 -1.626 0.080
H -4.274 1.240 -2.385 0.099
H -6.641 1.161 -1.666 0.114
H -7.418 -0.660 -0.192 0.116
H -5.840 -2.377 0.600 0.122
H 1.221 0.051 3.577 0.077
H -0.212 -0.200 4.568 0.145
H -1.418 1.669 5.419 0.117
H -1.601 4.107 5.699 0.115
H -0.253 5.623 4.290 0.114
H 1.288 4.686 2.598 0.110
H 1.451 2.234 2.299 0.106
N -1.848 2.870 -0.428 0.167
N -1.070 1.985 -1.095 -0.254
N -1.307 1.656 -2.339 0.166
C -0.411 0.705 -2.539 -0.202
N 0.328 0.490 -1.445 -0.101
N -0.099 1.330 -0.523 0.117
H -2.309 3.513 -1.053 0.123
H -1.383 3.277 0.376 0.113
H -0.318 0.161 -3.462 0.118
```

Entry from OMol25: a molecular structure, C25H34CaF6NO22S2 (ωB97M-V/def2-TZVPD).

The total charge is +1. Its LUMO energy is -0.0682 Ha. The calculation puts the HOMO energy at -11.47 eV. Its orbital gap is 9.6 eV. The energy relative to the best compared isomer or geometry (same formula, charge and spin) comes out at 0.00 kcal per mole. The multiplicity is 1.

XYZ file:
```
91
Properties=species:S:1:pos:R:3:lowdin_charge:R:1
Ca 0.516 0.399 0.367 1.476
C 0.378 4.826 -0.091 -0.635
F 1.565 4.678 -0.653 0.136
F 0.223 6.108 0.227 0.161
F -0.561 4.435 -0.955 0.126
S 0.078 3.657 1.433 0.708
O 0.116 4.356 2.687 -0.257
O -1.220 3.025 1.174 -0.315
N 1.233 2.361 1.174 -0.423
S 2.548 2.972 1.881 0.591
O 3.145 4.157 1.299 -0.274
O 2.506 2.872 3.326 -0.287
C 3.837 1.673 1.440 -0.677
F 3.535 0.507 2.031 0.119
F 3.834 1.455 0.127 0.134
F 5.024 2.019 1.877 0.177
C -4.932 0.620 1.957 -0.085
C -4.535 0.761 3.413 -0.102
O -3.153 0.370 3.482 0.109
C -2.684 0.511 2.250 -0.572
O -1.537 0.381 1.934 0.086
O -3.637 0.797 1.361 0.064
H -5.557 1.472 1.704 0.136
H -5.337 -0.349 1.665 0.133
H -5.177 0.374 4.203 0.138
H -4.553 1.828 3.664 0.138
C 4.362 -4.688 -2.073 -0.020
C 3.526 -4.253 -0.913 -0.310
C 4.263 -3.959 0.410 -0.087
O 3.712 -2.730 0.824 0.103
C 2.919 -2.208 -0.130 -0.518
O 2.308 -1.188 -0.051 0.061
O 2.866 -3.015 -1.194 0.110
H 5.289 -4.113 -2.151 0.094
H 3.862 -4.592 -3.034 0.091
H 4.718 -5.714 -1.953 0.095
H 2.739 -4.957 -0.625 0.152
H 5.348 -3.973 0.281 0.136
H 4.075 -4.767 1.118 0.135
C -1.988 -5.609 -1.242 -0.013
C -2.495 -4.179 -1.127 -0.297
C -3.143 -3.696 0.171 -0.069
O -2.436 -2.506 0.500 0.090
C -1.345 -2.396 -0.279 -0.530
O -0.532 -1.541 -0.125 0.040
O -1.382 -3.294 -1.246 0.117
H -2.797 -6.331 -1.124 0.093
H -1.200 -5.934 -0.563 0.091
H -1.584 -5.675 -2.253 0.090
H -3.145 -3.950 -1.976 0.155
H -3.012 -4.491 0.909 0.138
H -4.194 -3.464 0.028 0.136
C 3.326 -0.734 6.165 -0.024
C 2.001 -1.133 5.615 -0.262
C 0.936 -0.002 5.706 -0.064
O 0.449 0.181 4.383 0.090
C 1.124 -0.612 3.538 -0.550
O 0.947 -0.664 2.347 0.000
O 2.080 -1.251 4.165 0.111
H 3.227 -0.693 7.252 0.098
H 3.690 0.228 5.804 0.100
H 4.139 -1.426 5.940 0.092
H 1.578 -2.044 6.031 0.152
H 1.297 0.926 6.140 0.141
H 0.077 -0.372 6.268 0.133
C 0.934 4.249 -4.619 -0.003
C 0.776 2.729 -4.609 -0.293
C 2.097 2.007 -4.972 -0.059
O 2.339 1.213 -3.810 0.105
C 1.449 1.418 -2.855 -0.534
O 1.426 0.931 -1.771 0.063
O 0.515 2.303 -3.271 0.078
H 1.173 4.563 -5.638 0.092
H 1.743 4.541 -3.958 0.098
H -0.061 4.652 -4.436 0.088
H -0.020 2.293 -5.211 0.151
H 2.934 2.688 -5.125 0.135
H 2.044 1.376 -5.857 0.134
C -4.036 2.314 -4.410 -0.007
C -4.002 1.978 -2.923 -0.271
C -4.403 0.574 -2.494 -0.068
O -3.298 0.142 -1.682 0.080
C -2.358 1.089 -1.648 -0.551
O -1.382 1.000 -0.963 0.054
O -2.611 2.081 -2.492 0.104
H -3.329 1.702 -4.966 0.092
H -3.684 3.328 -4.608 0.088
H -5.091 2.281 -4.684 0.094
H -4.519 2.683 -2.272 0.159
H -4.544 -0.166 -3.284 0.136
H -5.348 0.585 -1.950 0.133
```

| no. | electronic energy (Ha) |
| --- | --- |
| 1 | -3070.41392 |
| 2 | -2173.03447 |
| 3 | -2491.89376 |
| 4 | -2215.62832 |
| 5 | -5125.51608 |
| 6 | -4756.27610 |